Entry 1:
DFT (wB97M-V/def2-TZVPD) results for one molecule with the formula C2H4ClO3P at a distorted geometry.

Each line ends with the Mulliken charge.
Geometry (Å):
1 Cl 3.37 0.82 -0.15  -0.126
2 P 0.37 0.46 -1.41  -0.095
3 O 0.14 2.09 0.87  -0.624
4 O 2.99 -1.46 0.95  -0.349
5 O 1.31 -0.63 -0.37  -0.203
6 C -0.69 1.32 0.35  -0.381
7 C 2.41 -0.54 0.15  0.762
8 H -0.99 0.34 0.70  0.283
9 H -0.55 -0.60 -1.21  0.029
10 H -1.61 1.73 -0.03  0.374
11 H 3.92 -1.18 1.09  0.330

Computed properties:
Kohn-Sham gap (spin up / spin down), eV: 6.795 / 6.794
HOMO level (spin up / spin down), eV: -7.081 / -7.080
E_LUMO (spin up / spin down), eV: -0.286 / -0.287

Entry 2:
DFT (wB97M-V/def2-TZVPD) results for one molecule with the formula C2H4ClOP at a distorted geometry.

Each line ends with the Mulliken charge.
Geometry (Å):
1 Cl -2.91 0.94 -0.52  -0.006
2 P -1.13 -1.23 0.33  0.109
3 O -2.54 -0.48 0.51  -0.251
4 C 1.43 -0.09 0.01  -1.039
5 C -0.02 0.03 -0.16  0.005
6 H -0.35 0.95 -0.79  0.253
7 H 2.12 0.31 -0.74  0.292
8 H 1.84 -1.00 0.49  0.320
9 H 1.57 0.56 0.87  0.317

Computed properties:
Kohn-Sham gap (spin up / spin down), eV: 7.541 / 7.540
SMILES: C/C=P/OCl
HOMO level (spin up / spin down), eV: -8.620 / -8.619
E_LUMO (spin up / spin down), eV: -1.079 / -1.079

Entry 3:
DFT (wB97M-V/def2-TZVPD) results for one molecule with the formula C2H4ClOP at a distorted geometry.

Each line ends with the Mulliken charge.
Geometry (Å):
1 Cl 2.12 -0.33 -1.36  -0.414
2 P -0.40 -0.58 -1.10  0.334
3 O -0.32 -2.19 -0.95  -0.399
4 C -0.25 0.25 0.53  -0.066
5 C -0.29 1.59 0.56  -0.439
6 H 0.02 -2.56 -0.11  0.342
7 H -0.19 2.04 -0.38  0.229
8 H -0.34 -0.54 1.35  0.193
9 H -0.36 2.32 1.47  0.220

Computed properties:
Kohn-Sham gap, eV: 8.929
SMILES: C=CP(O)Cl
HOMO level, eV: -9.802
E_LUMO, eV: -0.872

Entry 4:
DFT (wB97M-V/def2-TZVPD) results for one molecule with the formula C2H4ClP at a distorted geometry.

Each line ends with the Mulliken charge.
Geometry (Å):
1 Cl 2.36 0.36 0.12  -0.113
2 P -0.42 -1.11 0.10  -0.004
3 C 1.13 -0.49 -0.64  -0.242
4 C -1.19 0.48 0.21  -0.746
5 H 0.03 -1.14 1.49  0.040
6 H -0.66 1.18 0.65  0.427
7 H 0.83 0.00 -1.61  0.300
8 H -2.08 0.72 -0.31  0.340

Computed properties:
Kohn-Sham gap (spin up / spin down), eV: 7.805 / 8.700
SMILES: C=[PH]=CCl
HOMO level (spin up / spin down), eV: -8.544 / -9.207
E_LUMO (spin up / spin down), eV: -0.739 / -0.508

Entry 5:
DFT (wB97M-V/def2-TZVPD) results for a 2-piece molecular cluster, C2H4ClP overall at a distorted geometry.

Each line ends with the Mulliken charge.
Geometry (Å):
1 Cl -2.21 0.71 0.11  -0.132
2 P -0.03 -1.76 -0.86  -0.186
3 C 0.94 -0.77 0.02  -0.293
4 C -0.56 1.37 0.34  -0.672
5 H 0.73 -2.93 -0.84  0.022
6 H -0.26 1.94 -0.45  0.386
7 H 1.69 -0.25 0.39  0.523
8 H -0.30 1.68 1.31  0.352

Computed properties:
Kohn-Sham gap (spin up / spin down), eV: 8.657 / 8.243
HOMO level (spin up / spin down), eV: -8.720 / -8.438
E_LUMO (spin up / spin down), eV: -0.063 / -0.195

Entry 6:
DFT (wB97M-V/def2-TZVPD) results for C2H4CoLiO2 as an isolated structure at a distorted geometry.

Each line ends with the Mulliken spin population.
Geometry (Å):
1 Co 1.04 1.39 -0.70  2.858
2 O 0.59 -0.26 -0.04  0.517
3 O -0.20 1.98 -1.89  1.437
4 C -0.71 -0.64 0.60  0.048
5 C 0.58 -0.86 1.27  0.067
6 Li -0.65 1.78 -3.69  0.005
7 H -1.36 0.14 1.01  0.002
8 H 1.02 -1.86 1.25  0.042
9 H 0.89 -0.19 2.07  0.013
10 H -1.21 -1.48 0.13  0.010

Computed properties:
Kohn-Sham gap (spin up / spin down), eV: 12.471 / 7.040
HOMO level (spin up / spin down), eV: -27.676 / -27.068
E_LUMO (spin up / spin down), eV: -15.205 / -20.028
Charge: +3
Multiplicity: 6
<S²>: 8.773

Entry 7:
DFT (wB97M-V/def2-TZVPD) results for C2H4ErO2 as an isolated structure at a distorted geometry.

Each line ends with the Mulliken spin population.
Geometry (Å):
1 Er 1.53 0.20 0.07  2.088
2 O -0.77 1.05 -0.21  0.113
3 O -0.27 -1.46 0.07  0.091
4 C -1.86 0.24 0.04  0.450
5 C -1.61 -1.08 0.11  0.267
6 H -0.16 -2.42 0.16  -0.005
7 H -2.69 0.05 -0.78  -0.005
8 H -1.03 1.97 -0.35  -0.008
9 H -2.30 -1.77 0.59  0.008

Computed properties:
Kohn-Sham gap (spin up / spin down), eV: 11.112 / 4.730
HOMO level (spin up / spin down), eV: -25.548 / -22.429
E_LUMO (spin up / spin down), eV: -14.436 / -17.699
Charge: +3
Multiplicity: 4
<S²>: 3.762

Entry 8:
DFT (wB97M-V/def2-TZVPD) results for C2H4EuO as an isolated structure at a distorted geometry.

Each line ends with the Mulliken spin population.
Geometry (Å):
1 Eu 3.94 0.08 0.94  7.006
2 O 1.52 0.13 0.34  -0.002
3 C 0.36 0.14 0.55  -0.002
4 C -0.90 0.24 0.83  -0.002
5 H -0.68 -0.64 -2.37  0.000
6 H -1.46 -0.65 1.10  0.000
7 H -1.38 1.23 0.77  0.000
8 H -1.41 -0.53 -2.16  0.000

Computed properties:
Kohn-Sham gap (spin up / spin down), eV: 7.154 / 7.415
HOMO level (spin up / spin down), eV: -17.481 / -17.494
E_LUMO (spin up / spin down), eV: -10.327 / -10.079
Charge: +2
Multiplicity: 8
<S²>: 15.758

Entry 9:
DFT (wB97M-V/def2-TZVPD) results for one molecule with the formula C2H4F2 at a distorted geometry.

Each line ends with the Mulliken charge.
Geometry (Å):
1 F -1.79 0.21 0.06  -0.281
2 F 1.71 -0.29 0.11  -0.263
3 C 0.71 0.48 -0.11  -0.284
4 C -0.68 -0.55 0.07  -0.311
5 H -0.60 -0.98 1.02  0.312
6 H -0.65 -0.98 -0.85  0.280
7 H 0.67 1.10 0.74  0.251
8 H 0.61 1.01 -1.05  0.296

Computed properties:
Kohn-Sham gap, eV: 11.538
SMILES: FCCF
HOMO level, eV: -10.345
E_LUMO, eV: 1.193

Entry 10:
DFT (wB97M-V/def2-TZVPD) results for one molecule with the formula C2H4F2S at a distorted geometry.

Each line ends with the Mulliken charge.
Geometry (Å):
1 S -1.82 0.51 -0.11  -0.215
2 F 0.96 1.72 -0.22  -0.245
3 F 1.99 -0.31 -0.24  -0.244
4 C -0.19 -0.34 -0.15  -0.604
5 C 0.96 0.44 0.22  0.351
6 H -2.62 -0.63 -0.07  0.136
7 H -0.12 -0.54 -1.16  0.335
8 H -0.32 -1.34 0.45  0.306
9 H 1.16 0.50 1.28  0.180

Computed properties:
Kohn-Sham gap, eV: 10.097
SMILES: FC(F)CS
HOMO level, eV: -9.428
E_LUMO, eV: 0.669

Entry 11:
DFT (wB97M-V/def2-TZVPD) results for one molecule with the formula C2H4F2Si at a distorted geometry.

Each line ends with the Mulliken charge.
Geometry (Å):
1 Si 1.00 -0.01 0.16  0.503
2 F -2.88 1.05 -0.57  -0.225
3 F 1.95 1.32 0.43  -0.295
4 C -0.83 0.10 -0.35  -0.346
5 C -1.60 1.13 -0.23  -0.048
6 H 1.50 -0.82 -1.15  -0.056
7 H -1.32 1.91 0.50  0.244
8 H -1.44 -0.75 -0.81  0.288
9 H 0.94 -0.51 1.59  -0.065

Computed properties:
Kohn-Sham gap, eV: 10.906
SMILES: F/C=C/[SiH2]F
HOMO level, eV: -10.279
E_LUMO, eV: 0.627

Entry 12:
DFT (wB97M-V/def2-TZVPD) results for C2H4F3GaNO4S as an isolated structure at a distorted geometry.

Each line ends with the Mulliken charge.
Geometry (Å):
1 Ga -3.83 -2.29 -1.95  0.727
2 S -0.86 -2.16 -1.59  1.011
3 F -0.60 -4.16 0.17  -0.170
4 F -1.38 -2.35 1.04  -0.189
5 F -2.64 -3.55 -0.23  -0.299
6 O -2.88 -0.74 -1.15  -0.542
7 O 0.12 -1.22 -1.06  -0.537
8 O -0.41 -3.20 -2.52  -0.550
9 O -5.11 -2.61 -0.83  -0.176
10 N -2.17 -1.47 -2.17  0.191
11 C -5.56 -3.93 -0.54  -0.573
12 C -1.38 -3.11 -0.04  0.672
13 H -5.00 -1.88 -0.04  0.513
14 H -5.03 -4.65 -1.19  0.362
15 H -6.65 -4.00 -0.61  0.264
16 H -5.26 -4.21 0.48  0.295

Computed properties:
Kohn-Sham gap (spin up / spin down), eV: 7.045 / 6.279
HOMO level (spin up / spin down), eV: -14.862 / -14.277
E_LUMO (spin up / spin down), eV: -7.816 / -7.998
Charge: +1

Entry 13:
DFT (wB97M-V/def2-TZVPD) results for C2H4F3NO4SY as an isolated structure at a distorted geometry.

Each line ends with the Mulliken charge.
Geometry (Å):
1 Y 1.56 -0.37 -0.82  1.746
2 S 0.37 -1.42 2.27  1.085
3 F -0.35 1.16 2.50  -0.192
4 F -0.66 0.31 0.54  -0.252
5 F -2.00 -0.18 2.17  -0.177
6 O -0.48 -2.59 2.01  -0.592
7 O 2.24 -0.12 1.24  -0.555
8 O 0.77 -1.15 3.65  -0.567
9 O 0.60 0.96 -2.32  -0.512
10 N 1.55 -1.40 1.20  -0.374
11 C -0.74 0.07 1.88  0.638
12 C -0.68 0.74 -2.92  -0.487
13 H 0.88 1.95 -2.23  0.403
14 H -0.62 0.88 -4.00  0.259
15 H -1.00 -0.28 -2.68  0.270
16 H -1.42 1.43 -2.48  0.306

Computed properties:
Kohn-Sham gap, eV: 6.733
HOMO level, eV: -12.952
E_LUMO, eV: -6.220
Charge: +1

Entry 14:
DFT (wB97M-V/def2-TZVPD) results for a 2-piece molecular cluster, C2H4F3NOS overall at a distorted geometry.

Each line ends with the Mulliken charge.
Geometry (Å):
1 S -0.17 1.11 0.47  0.668
2 F -2.02 -1.56 -1.34  -0.159
3 F -0.85 -1.39 -3.23  -0.165
4 F 0.08 -1.90 -1.28  -0.180
5 O -0.97 1.89 1.39  -0.583
6 N 1.02 1.87 -0.28  -0.479
7 C 0.73 -0.27 1.55  -0.641
8 C -0.91 -1.22 -1.93  0.482
9 H 1.73 -0.06 1.88  0.310
10 H 0.54 -1.16 0.94  0.216
11 H 0.79 2.84 -0.60  0.263
12 H 0.02 -0.15 2.42  0.268

Computed properties:
Kohn-Sham gap (spin up / spin down), eV: 8.128 / 8.142
HOMO level (spin up / spin down), eV: -9.025 / -9.844
E_LUMO (spin up / spin down), eV: -0.898 / -1.702

Entry 15:
DFT (wB97M-V/def2-TZVPD) results for a 2-piece molecular cluster, C2H4F3NOSi overall at a distorted geometry.

Each line ends with the Mulliken charge.
Geometry (Å):
1 Si 0.84 0.21 0.17  0.320
2 F -1.35 1.68 0.44  -0.256
3 F -1.31 -0.66 -2.44  -0.389
4 F -0.25 1.35 2.35  -0.219
5 O 0.22 -3.72 0.44  -0.464
6 N 0.30 -1.38 0.60  -0.177
7 C 0.22 -2.55 0.46  0.609
8 C -0.10 1.68 1.05  0.168
9 H 0.21 2.69 0.72  0.223
10 H 2.28 0.34 0.33  -0.096
11 H 0.29 0.23 -1.20  -0.108
12 H -1.34 0.12 -2.94  0.390

Computed properties:
Kohn-Sham gap, eV: 11.168
SMILES: O=C=N[SiH2]C(F)F.F
HOMO level, eV: -10.650
E_LUMO, eV: 0.517

Entry 16:
DFT (wB97M-V/def2-TZVPD) results for a 2-piece molecular cluster, C2H4F4Si overall at a distorted geometry.

Each line ends with the Mulliken charge.
Geometry (Å):
1 Si -0.65 -1.64 -0.75  0.664
2 F 1.46 -0.07 1.39  -0.207
3 F -1.99 -0.88 -0.31  -0.260
4 F -0.46 -2.89 0.16  -0.216
5 F -0.96 -2.24 -2.20  -0.258
6 C 1.13 0.45 0.21  -0.104
7 C 0.10 1.52 0.43  -0.822
8 H -0.56 1.05 1.08  0.296
9 H 1.94 0.63 -0.50  0.296
10 H -0.56 1.72 -0.50  0.292
11 H 0.56 2.34 0.99  0.318

Computed properties:
Kohn-Sham gap (spin up / spin down), eV: 8.106 / 8.320
HOMO level (spin up / spin down), eV: -9.017 / -8.988
E_LUMO (spin up / spin down), eV: -0.911 / -0.668

Entry 17:
DFT (wB97M-V/def2-TZVPD) results for a 2-piece molecular cluster, C2H4FI overall at a distorted geometry.

Each line ends with the Mulliken charge.
Geometry (Å):
1 I 0.00 3.91 2.19  0.071
2 F 1.23 2.20 0.39  -0.048
3 C -0.28 -1.59 -0.78  -1.061
4 C 0.16 2.12 1.18  -0.032
5 H 0.49 -1.39 -1.44  0.265
6 H -0.08 -1.14 0.17  0.229
7 H -1.27 -1.45 -1.06  0.269
8 H -0.25 -2.65 -0.64  0.307

Computed properties:
Kohn-Sham gap, eV: 8.724
HOMO level, eV: -9.678
E_LUMO, eV: -0.953

Entry 18:
DFT (wB97M-V/def2-TZVPD) results for one molecule with the formula C2H4FIO at a distorted geometry.

Each line ends with the Mulliken charge.
Geometry (Å):
1 I 1.36 -1.05 -2.46  0.036
2 F 1.91 0.11 0.00  -0.269
3 O -0.21 -0.73 -0.17  -0.285
4 C -0.97 -0.01 0.82  -0.619
5 C 0.74 0.03 -0.77  0.002
6 H -0.18 0.50 1.59  0.275
7 H -1.58 0.73 0.30  0.301
8 H 0.52 1.14 -0.75  0.326
9 H -1.58 -0.73 1.45  0.233

Computed properties:
Kohn-Sham gap, eV: 10.198
SMILES: CO[C@@H](F)I
HOMO level, eV: -9.762
E_LUMO, eV: 0.435

Entry 19:
DFT (wB97M-V/def2-TZVPD) results for one molecule with the formula C2H4FN3 at a distorted geometry.

Each line ends with the Mulliken charge.
Geometry (Å):
1 F 2.71 0.14 -0.70  -0.197
2 N 2.29 0.37 0.66  -0.423
3 N 1.21 -1.91 0.29  -0.480
4 N 1.09 0.77 0.65  0.281
5 C 0.20 -1.45 -0.18  -0.036
6 C 0.06 0.28 -0.12  -0.470
7 H 0.92 1.20 1.54  0.311
8 H -0.62 -1.85 -0.57  0.451
9 H 0.07 0.64 -1.25  0.233
10 H -1.01 0.59 0.29  0.331

Computed properties:
Kohn-Sham gap (spin up / spin down), eV: 7.997 / 9.487
HOMO level (spin up / spin down), eV: -8.398 / -9.091
E_LUMO (spin up / spin down), eV: -0.401 / 0.396

Entry 20:
DFT (wB97M-V/def2-TZVPD) results for a 2-piece molecular cluster, C2H4FNO overall at a distorted geometry.

Each line ends with the Mulliken charge.
Geometry (Å):
1 F 1.40 -0.64 1.05  -0.182
2 O 0.15 1.19 -1.61  -0.451
3 N 0.46 -0.32 0.12  0.146
4 C -0.97 -0.39 0.50  -0.799
5 C 0.82 0.58 -0.84  0.147
6 H 2.29 0.89 -0.80  0.215
7 H -1.37 -1.37 0.59  0.288
8 H -1.34 0.01 1.38  0.316
9 H -1.44 0.05 -0.40  0.319

Computed properties:
Kohn-Sham gap, eV: 11.050
HOMO level, eV: -10.168
E_LUMO, eV: 0.882